[1]
# C6H10N2S

One molecule with the formula C6H10N2S (ωB97M-V/def2-TZVPD, OMol25).

Summary:
Orbital gap (alpha / beta) (eV): 7.367 / 6.797
Highest occupied orbital energy (alpha / beta) (eV): -7.15 / -7.06
Energy (eV): -20194.503
Energy above the lowest of the compared OMol25 structures with the same formula, charge and spin (eV): 4.3595

Last columns: bonded neighbours and bond lengths (Å).
Geometry (Å):
1 C 0.16626 -0.08556 -0.23591  C2 1.480, C5 1.468, N7 1.287
2 C -1.29277 0.12998 -0.10790  C1 1.480, C6 1.566, S9 1.735
3 C -1.81160 -2.49065 -0.71683  S9 1.649, H10 1.109, H11 1.057
4 C 2.96461 -1.30231 0.61514  N8 1.261, H12 1.054, H13 1.161
5 C 0.89466 1.16636 -0.47634  C1 1.468, H14 1.092, H15 1.130, H16 1.148
6 C -2.17403 1.42369 -0.08210  C2 1.566, H17 1.054, H18 1.118, H19 1.101
7 N 0.77636 -1.21714 -0.16965  C1 1.287, N8 1.272
8 N 2.02475 -1.45561 -0.21182  C4 1.261, N7 1.272
9 S -2.48072 -1.13354 -0.06090  C2 1.735, C3 1.649
10 H -0.73665 -2.47105 -0.98974  C3 1.109
11 H -2.35135 -3.39722 -0.77244  C3 1.057
12 H 3.91926 -1.63010 0.31101  C4 1.054
13 H 2.82682 -0.81934 1.66138  C4 1.161
14 H 1.96695 0.96316 -0.43430  C5 1.092
15 H 0.44627 2.09109 -0.00544  C5 1.130
16 H 0.78906 1.40637 -1.59431  C5 1.148
17 H -2.26453 2.03274 -0.93727  C6 1.054
18 H -1.95366 2.02312 0.83610  C6 1.118
19 H -3.19164 1.02418 0.04989  C6 1.101

[2]
# C6H10N2S

One molecule with the formula C6H10N2S (ωB97M-V/def2-TZVPD, OMol25).

Summary:
Orbital gap (eV): 7.873
Highest occupied orbital energy (eV): -8.25
Energy (eV): -20194.797
Energy above the lowest of the compared OMol25 structures with the same formula, charge and spin (eV): 4.0658

Last columns: bonded neighbours and bond lengths (Å).
Geometry (Å):
1 C -0.17613 -1.67695 -0.64081  C2 1.523, S9 1.611, H18 1.071
2 C 0.63959 -1.34764 0.60214  C1 1.523, C3 1.702, H10 1.171, H11 1.038
3 C 1.71408 -0.06740 0.28142  C2 1.702, C4 1.551, H12 1.098, H13 1.062
4 C 1.05467 1.33352 0.18571  C3 1.551, C5 1.617, H14 1.103, H15 1.144
5 C -0.20904 1.37168 -0.82181  C4 1.617, C6 1.422, H16 1.083, H17 1.027
6 C -1.34995 0.87399 -0.13427  C5 1.422, N8 1.154
7 N -3.44885 0.10078 0.54245  N8 1.188, H19 0.973
8 N -2.39025 0.45629 0.13816  C6 1.154, N7 1.188
9 S 0.59858 -1.92807 -2.03043  C1 1.611
10 H -0.11085 -1.04259 1.44801  C2 1.171
11 H 1.27239 -2.15462 0.76198  C2 1.038
12 H 2.42798 -0.15990 1.10991  C3 1.098
13 H 2.18877 -0.39589 -0.60957  C3 1.062
14 H 0.73078 1.70999 1.17044  C4 1.103
15 H 1.83558 2.10243 -0.14191  C4 1.144
16 H -0.29143 2.43896 -0.98767  C5 1.083
17 H 0.18655 0.81818 -1.59162  C5 1.027
18 H -1.22617 -1.81315 -0.47828  C1 1.071
19 H -3.44629 -0.61960 1.19616  N7 0.973

[3]
# C6H10N3O

An isolated ion of composition C6H10N3O and charge +1 (ωB97M-V/def2-TZVPD, OMol25).

Summary:
Orbital gap (eV): 10.105
Structure (SMILES): Cn1ccc(=O)n(C)c1=[NH2+]
Highest occupied orbital energy (eV): -13.88
Energy (eV): -12892.874
Charge: +1
Energy above the lowest of the compared OMol25 structures with the same formula, charge and spin (eV): 3.7678

Last columns: bonded neighbours and bond lengths (Å).
Geometry (Å):
1 C 1.64202 -1.90558 0.08957  C2 1.317, C3 1.448, H11 1.153
2 C 0.33990 -2.03950 -0.05666  C1 1.317, N7 1.469, H12 1.008
3 C 2.38516 -0.66294 0.07009  C1 1.448, N8 1.391, O10 1.193
4 C -0.22396 0.31762 0.05101  N7 1.316, N8 1.799, N9 1.277
5 C -1.97593 -1.40140 -0.25617  N7 1.447, H13 1.076, H14 1.133, H15 1.171
6 C 2.03694 1.83412 -0.06922  N8 1.456, H16 1.215, H17 1.099, H18 1.141
7 N -0.62591 -0.93369 -0.02500  C2 1.469, C4 1.316, C5 1.447
8 N 1.56884 0.46306 0.07444  C3 1.391, C4 1.799, C6 1.456
9 N -0.77417 1.46066 0.20076  C4 1.277, H19 0.976, H20 1.063
10 O 3.55606 -0.54752 -0.12911  C3 1.193
11 H 2.29706 -2.83895 -0.07829  C1 1.153
12 H -0.04730 -2.94417 -0.27556  C2 1.008
13 H -2.34780 -2.12564 0.44732  C5 1.076
14 H -2.66362 -0.52485 -0.46082  C5 1.133
15 H -1.90980 -2.05357 -1.22600  C5 1.171
16 H 3.24114 1.72333 -0.19053  C6 1.215
17 H 1.58067 2.42529 -0.87581  C6 1.099
18 H 1.83036 2.51922 0.81903  C6 1.141
19 H -1.72618 1.66992 0.15278  N9 0.976
20 H -0.22151 2.36477 0.28764  N9 1.063